No. 1
# C58H128F9N7O13S3

11 unconnected molecules or ions with the total composition C58H128F9N7O13S3 in a non-equilibrium geometry (wB97M-V/def2-TZVPD, OMol25).

Results
- HOMO level (eV) = -8.80
- net charge = +4
- max |F| (eV/A) = 6.76
- orbital gap (eV) = 0.699
- total energy (a.u.) = -5739.813933

Atoms and positions in Å:
C -9.5787 -15.8119 -2.4212
O -8.3849 -15.5827 -2.6508
C -7.6355 -16.3821 -3.7544
C -6.2468 -15.8299 -3.8550
N -5.3355 -16.9883 -4.1712
H -4.9504 -17.4011 -3.2995
H -5.6898 -17.7192 -4.8039
C -3.8482 -16.4873 -4.7644
C -2.7271 -16.8608 -3.7316
O -2.9511 -16.3438 -2.4621
C -1.9120 -16.5849 -1.5904
H -7.4510 4.4222 -6.0141
H -9.9771 -15.2157 -1.6358
H -10.1967 -16.7268 -2.8031
H -8.1640 -16.3754 -4.7129
H -7.5639 -17.4558 -3.3571
H -5.7570 -15.4701 -2.9680
H -6.2874 -15.0783 -4.6567
H -3.9679 -15.4090 -4.9146
H -3.6846 -16.9063 -5.7574
H -1.7714 -16.2180 -4.0487
H -2.3029 -17.8496 -3.6494
H -2.1262 -17.6861 -1.4248
H -2.2931 -16.1147 -0.6219
H -0.8080 -16.4335 -2.0077
C 4.1391 -4.9975 0.5483
O 4.9382 -4.5362 1.6693
C 4.4691 -5.1183 2.8703
C 5.3154 -4.6010 3.9858
N 5.2531 -3.1003 3.8731
H 4.7908 -2.8720 2.9715
H 4.7294 -2.6688 4.6821
C 6.5863 -2.4046 3.7232
C 6.4363 -0.9208 3.4032
O 5.7855 -0.8023 2.1586
C 5.9387 0.6082 1.7586
H 4.6902 -4.8181 -0.3787
H 3.2099 -4.4047 0.5381
H 4.0226 -6.0688 0.6452
H 4.5079 -6.2297 2.7466
H 3.4070 -4.8276 3.0064
H 6.3924 -4.9229 3.8797
H 4.9629 -4.9296 5.0222
H 7.0381 -2.9998 2.9112
H 7.1356 -2.6056 4.6401
H 7.3540 -0.4383 3.2969
H 5.9445 -0.5222 4.2798
H 5.5884 1.2836 2.5834
H 5.3406 0.6198 0.8809
H 6.9670 0.8680 1.5136
C -0.4060 -2.6932 9.6741
C 0.6806 -3.6905 10.0936
C 1.5821 -2.8248 10.9785
N 2.8688 -3.4860 11.5252
C 3.5850 -4.2032 10.4168
C 2.6496 -4.3085 12.7640
C 3.1781 -3.4711 13.9192
C 4.3676 -2.7850 13.2449
C 3.7193 -2.2981 12.0029
H -1.0408 -3.1987 8.9195
H 0.0795 -1.8895 9.1461
H -1.0772 -2.3203 10.4801
H 1.1667 -3.8855 9.1522
H 0.1723 -4.5187 10.5531
H 0.9863 -2.4859 11.8518
H 1.9479 -2.0058 10.3675
H 4.4852 -4.5488 10.8737
H 3.8277 -3.4964 9.6211
H 2.9722 -4.9859 10.0526
H 3.1100 -5.2904 12.6303
H 1.5858 -4.4948 12.7630
H 3.4816 -4.1131 14.7407
H 2.4665 -2.7425 14.2875
H 5.1850 -3.5407 13.1351
H 4.6514 -2.0132 13.8810
H 4.3631 -2.0296 11.1486
H 3.0539 -1.4227 12.2382
C -1.5008 8.0500 -6.1174
C -0.1531 8.4580 -5.6490
C 0.7774 7.2631 -5.2012
N 1.4516 7.4737 -3.7909
C 2.2096 8.7645 -3.7425
C 2.4922 6.3681 -3.5132
C 1.7145 5.2503 -2.8951
C 0.3942 5.8942 -2.3902
C 0.5471 7.3790 -2.5784
H -2.1587 8.9049 -6.4123
H -1.9566 7.4105 -5.3885
H -1.4602 7.4365 -7.0536
H -0.2812 9.1489 -4.7661
H 0.3563 9.0872 -6.3946
H 1.5707 7.1152 -5.8721
H 0.1707 6.3483 -5.0963
H 1.5377 9.6170 -3.8643
H 2.9314 8.7913 -4.5661
H 2.6496 8.6470 -2.7786
H 3.1244 6.8014 -2.7881
H 3.0058 6.2236 -4.4618
H 2.2473 4.8833 -2.0054
H 1.4933 4.3738 -3.5645
H 0.0429 5.5774 -1.4139
H -0.4562 5.6519 -3.0778
H 1.0685 7.7943 -1.7140
H -0.4541 7.7801 -2.7920
C -2.9191 -1.3590 -7.7259
C -3.9971 -2.3549 -8.0394
C -4.6509 -1.9598 -9.3243
N -5.5323 -2.9337 -10.0400
C -4.8093 -4.2048 -10.3938
C -5.6772 -5.3034 -10.9223
C -6.8402 -5.5582 -10.0277
C -7.6913 -4.3485 -9.8086
C -6.7817 -3.3000 -9.2046
C -6.0825 -2.3205 -11.4334
H -2.3679 -1.0091 -8.5593
H -2.2951 -1.8707 -7.0316
H -3.4291 -0.5324 -7.2292
H -4.7628 -2.4457 -7.2637
H -3.7478 -3.4262 -8.1920
H -3.8929 -1.7389 -9.9854
H -5.2196 -0.9846 -9.2928
H -4.3049 -4.5907 -9.5280
H -4.0752 -3.9805 -11.2357
H -5.0291 -6.2165 -10.9229
H -6.0832 -5.1765 -11.9562
H -6.6150 -6.0124 -9.0553
H -7.5136 -6.2373 -10.5387
H -8.4689 -4.4749 -9.0706
H -8.1575 -4.1346 -10.7484
H -6.4207 -3.6692 -8.2990
H -7.3652 -2.3963 -9.0731
H -6.9030 -1.6381 -11.2932
H -6.4383 -3.1705 -12.0325
H -5.2033 -1.9990 -11.9857
C -0.6548 10.8027 0.4553
C 0.0624 11.7218 1.4903
C 1.4411 11.1785 1.8438
N 2.2687 12.1902 2.6135
C 3.4243 11.5236 3.3151
C 4.4041 10.9480 2.2997
C 5.0239 12.0551 1.4155
C 3.9119 12.7365 0.7033
C 2.7907 13.2055 1.6588
C 1.4556 12.8624 3.6675
H -1.7210 10.9968 0.4670
H -0.4381 9.7432 0.6383
H -0.2985 11.0040 -0.5569
H -0.6129 11.6365 2.3323
H 0.0205 12.7986 1.1320
H 1.9496 10.9776 0.9057
H 1.3246 10.3105 2.4364
H 3.0330 10.7673 4.0427
H 3.9600 12.1857 3.9623
H 3.9822 10.2083 1.5748
H 5.1668 10.4279 2.8420
H 5.7443 11.6175 0.6601
H 5.6268 12.8030 1.9075
H 3.5352 12.1173 -0.0692
H 4.2319 13.6704 0.2151
H 1.9529 13.5764 1.1338
H 3.0627 14.0729 2.1676
H 1.1288 12.0935 4.2658
H 0.9021 13.6417 3.2385
H 2.0889 13.4794 4.2986
C 2.3199 0.1623 0.8226
C 1.3170 1.2533 1.3270
C 0.2037 1.3561 0.2362
N -1.1675 1.6287 0.6282
C -2.0433 1.7961 -0.5079
C -3.5425 1.9312 -0.2349
C -4.1266 0.9211 0.6781
C -3.1493 0.6456 1.8671
C -1.7071 0.4441 1.4178
C -1.1832 2.9256 1.4104
H 2.0199 -0.8818 0.9151
H 3.1622 0.2545 1.4709
H 2.4625 0.3842 -0.2390
H 1.8669 2.2200 1.3512
H 0.9575 1.0285 2.3819
H 0.2127 0.4070 -0.3250
H 0.4167 2.1300 -0.4809
H -1.8498 0.9416 -1.2208
H -1.7161 2.6612 -1.1084
H -3.9013 1.7705 -1.1629
H -3.8544 2.8882 0.0952
H -4.2979 0.0494 0.1127
H -5.1040 1.2630 1.0322
H -3.3932 -0.3362 2.2844
H -3.3671 1.3640 2.6845
H -1.6040 -0.3870 0.7632
H -1.0649 0.4078 2.3254
H -2.1699 3.3847 1.2785
H -0.4423 3.6877 1.1822
H -1.1018 2.7244 2.5106
C -0.4232 2.4389 -4.3133
F -0.7705 3.0632 -3.1271
F -0.6514 3.3957 -5.2072
F 0.9181 2.2747 -4.2508
S -1.3559 0.7876 -4.5759
O -2.6639 1.2679 -4.8235
O -0.7093 0.1823 -5.7054
O -1.1397 0.1172 -3.2617
C 2.7505 -0.2406 6.5282
F 3.7451 0.6390 6.5180
F 1.6199 0.2797 7.0639
F 2.4090 -0.6019 5.1882
S 3.4972 -1.8373 7.2381
O 4.6327 -2.1556 6.3572
O 3.8813 -1.5449 8.5872
O 2.3883 -2.7715 7.0870
C 2.7887 5.7558 1.4195
F 3.4491 4.6930 1.0002
F 1.5266 5.4738 1.3295
F 3.0000 5.8068 2.7676
S 3.2426 7.3332 0.6325
O 2.8213 7.0754 -0.7435
O 2.4341 8.3438 1.2918
O 4.6259 7.3600 0.9539

No. 2
# C28H76N4O8

8 unconnected molecules or ions with the total composition C28H76N4O8 in a non-equilibrium geometry (wB97M-V/def2-TZVPD, OMol25).

Results
- HOMO level (eV) = -9.22
- net charge = 0
- max |F| (eV/A) = 2.35
- orbital gap (eV) = 9.608
- total energy (a.u.) = -1933.195055

Atoms and positions in Å:
C 2.9895 -0.8945 2.8115
O 2.7629 -0.0236 3.9121
C 3.9239 0.7806 4.1229
C 3.7246 1.8187 5.2510
C 4.9107 2.7149 5.5725
N 3.3611 1.2027 6.4907
H 3.9987 -1.2909 2.7000
H 2.7203 -0.4235 1.8660
H 2.2480 -1.6838 2.9356
H 4.7659 0.1535 4.4157
H 4.2310 1.3123 3.2223
H 2.9356 2.5148 4.9665
H 5.8227 2.1586 5.7889
H 4.7601 3.4065 6.4014
H 5.0037 3.3414 4.6854
H 2.5401 0.6364 6.3318
H 4.0173 0.5015 6.8034
C 1.7386 -2.9980 -3.6156
O 2.1945 -3.9454 -4.5470
C 2.7573 -3.3329 -5.7021
C 4.2011 -2.8121 -5.5184
C 4.6836 -2.2388 -6.8196
N 5.1126 -3.9342 -5.2125
H 1.2795 -3.6093 -2.8387
H 0.9453 -2.2938 -3.8666
H 2.6199 -2.4976 -3.2144
H 2.8595 -4.1641 -6.3998
H 2.0962 -2.5825 -6.1356
H 4.3328 -2.1031 -4.7011
H 4.1673 -1.3263 -7.1175
H 4.5686 -2.8726 -7.6990
H 5.7268 -1.9788 -6.6400
H 4.5680 -4.5283 -4.6038
H 5.1369 -4.3811 -6.1179
C -3.6947 4.7393 -5.0527
O -3.4451 3.9113 -3.9546
C -4.0660 2.6438 -4.0600
C -3.3436 1.7858 -3.0498
C -1.8808 1.5098 -3.3013
N -3.9350 0.5262 -2.7675
H -3.2772 5.7011 -4.7549
H -4.7465 4.8331 -5.3230
H -3.1897 4.3208 -5.9234
H -5.1085 2.6371 -3.7419
H -3.9713 2.1587 -5.0315
H -3.4023 2.3996 -2.1510
H -1.3013 2.4142 -3.4864
H -1.7086 0.9412 -4.2152
H -1.3906 1.0861 -2.4248
H -3.6997 -0.1154 -3.5112
H -3.4745 0.0273 -2.0198
C 1.7884 2.6607 1.3464
O 2.7939 1.8513 0.7563
C 3.2851 2.3581 -0.4773
C 4.2302 1.3517 -1.0898
C 3.6631 -0.0361 -1.2672
N 5.3643 1.3131 -0.1134
H 2.2143 3.5454 1.8196
H 1.3497 2.0869 2.1627
H 1.0299 2.9655 0.6254
H 2.4943 2.5195 -1.2099
H 3.6886 3.3636 -0.3578
H 4.5920 1.8457 -1.9916
H 4.4494 -0.6206 -1.7449
H 2.8389 -0.1538 -1.9707
H 3.4079 -0.5136 -0.3212
H 5.7483 2.2460 -0.0648
H 4.8817 1.2671 0.7726
C -2.7258 2.4607 0.8585
C -3.1124 3.5345 1.7847
C -2.0582 4.6148 1.9341
O -4.3272 4.0894 1.2702
H -1.8862 1.8213 1.1310
H -2.4260 2.8280 -0.1230
H -3.5454 1.7624 0.6887
H -3.3092 3.1335 2.7790
H -1.2362 4.2976 2.5758
H -2.5115 5.4619 2.4489
H -1.6371 4.8593 0.9590
H -4.1883 4.2912 0.3420
C -2.5117 -4.9488 1.2281
C -1.7298 -4.2949 2.3535
C -1.3590 -5.3048 3.4620
O -0.5753 -3.7945 1.7831
H -1.9337 -5.7041 0.6955
H -2.8774 -4.3138 0.4212
H -3.3565 -5.4530 1.6973
H -2.3909 -3.5544 2.8038
H -2.2745 -5.6521 3.9411
H -0.5999 -4.8869 4.1232
H -1.0099 -6.2348 3.0132
H 0.2226 -4.2193 2.1063
C -5.6431 -0.9139 2.3323
C -4.6682 -0.1155 3.2026
C -5.0802 0.2616 4.6305
O -3.4839 -0.8583 3.2741
H -5.9547 -1.7840 2.9102
H -5.1140 -1.3604 1.4904
H -6.4450 -0.2825 1.9498
H -4.4263 0.7898 2.6457
H -5.7625 1.1098 4.5734
H -4.1757 0.5439 5.1693
H -5.4630 -0.5985 5.1799
H -3.2202 -1.0449 2.3700
C -0.2016 -0.4952 0.4051
C -1.5627 -0.9276 -0.2468
C -1.5056 -1.8433 -1.4530
O -2.2068 -1.6608 0.7861
H 0.3400 0.1535 -0.2835
H 0.5054 -1.3094 0.5643
H -0.3502 -0.0563 1.3917
H -2.2512 -0.1073 -0.4497
H -0.6404 -2.5007 -1.3674
H -1.2115 -1.2120 -2.2915
H -2.3890 -2.4087 -1.7498
H -1.6190 -2.3702 1.0559

No. 3
# C4H5F2N

2 unconnected molecules or ions with the total composition C4H5F2N in a non-equilibrium geometry (wB97M-V/def2-TZVPD, OMol25).

Results
- HOMO level (alpha / beta) (eV) = -10.29 / -10.22
- net charge = 0
- max |F| (eV/A) = 1.98
- orbital gap (alpha / beta) (eV) = 9.198 / 9.086
- total energy (a.u.) = -409.670586

Atoms and positions in Å:
C -0.4091 -2.8701 1.4635
C 0.3566 -1.9641 1.6694
C -0.2598 1.1693 -0.0369
C 0.1432 1.2253 -1.4933
N 0.5784 1.7225 0.8897
F 1.1905 0.3753 -1.6375
F 0.5469 2.4990 -1.7869
H -0.9901 -3.7620 1.3517
H -1.3259 1.4903 0.0200
H -0.2786 0.0972 0.1860
H -0.5903 1.1003 -2.3180
H 1.0382 -1.0831 1.6923

Which of these has the lowest total energy? C58H128F9N7O13S3